The following is a DFT calculation (ωB97M-V/def2-TZVPD) of a structure of composition C32H44BrMnN3P2 at a distorted geometry.

Geometry as XYZ:
```
83
Properties=species:S:1:pos:R:3:lowdin_spin:R:1
C -0.79459 0.77719 -2.66778 -0.01
C 1.82625 -1.22140 0.70940 -0.01
C -3.44292 1.89947 -2.08439 -0.02
C -2.89609 -0.71091 4.84977 0.00
C 1.13192 3.43625 -1.47784 0.09
C 1.65370 4.99540 2.52947 0.01
H -3.49821 -0.81878 6.90554 0.00
H -4.02058 -1.23954 -1.66348 0.00
H -3.95749 3.37744 -3.56370 0.00
H -0.17693 -3.85361 -0.32288 0.00
C -3.27322 2.52514 -3.46457 -0.01
C -3.83509 -0.70075 5.87567 0.00
H -0.00372 0.88067 -1.90470 0.00
H -4.72015 0.02954 -3.68838 0.00
N -1.49280 -0.57883 4.89997 0.01
C 1.11402 4.01702 1.49183 0.11
H 2.46240 4.55435 3.11625 0.00
C -0.39226 -0.31796 -3.64760 0.00
H 0.33992 5.39328 -1.96305 0.00
H -3.23146 -0.45311 -4.54093 0.00
H -2.26435 2.92498 -3.61585 0.00
H 0.80516 4.41743 -3.37556 0.00
C 4.24603 -5.40532 -0.06866 0.00
H -1.76627 -1.96253 -0.74760 0.01
C 1.39219 -2.52177 0.38344 0.03
H -0.91161 -0.66721 5.72646 0.00
H 5.15379 1.56676 0.11294 0.00
H 0.13965 3.16178 -1.09062 0.02
C 6.49660 -5.97609 -0.78320 0.00
H 0.91214 3.02588 1.91122 0.02
C -1.03105 -0.36644 3.65716 0.02
C 4.06999 -6.77415 0.22784 0.00
H -4.42637 -1.66409 -4.09590 0.00
H -0.83245 1.75698 -3.16172 0.00
H 1.14695 0.86349 0.75025 0.00
H -4.82047 -0.20845 2.08252 0.00
H 2.83376 -1.07767 1.07215 0.00
H -6.60716 -0.24551 3.90951 0.00
C 2.33179 -3.56678 0.31923 0.00
C -3.24959 -0.54765 3.50972 0.01
H -3.49812 1.82549 -4.27972 0.00
C 3.17800 -4.44104 0.16984 0.02
H -2.58219 -1.84109 -2.49412 0.00
H 2.06221 5.17893 -2.37856 0.01
C -3.25972 -0.97800 -2.41866 -0.01
N -2.05472 -0.34425 2.78553 0.04
H 4.91742 3.34037 0.03280 0.01
H 3.06211 1.94026 1.31082 0.00
P -2.34705 0.46785 -1.69454 -0.06
H 0.15827 4.37090 1.08543 0.00
H -3.21597 2.64861 -1.31151 0.00
P 2.16511 3.76249 0.01597 0.59
C -5.54816 -0.38033 4.14392 0.00
Mn -1.67088 -0.00089 0.88076 4.23
C -4.57773 -0.36874 3.13766 0.00
H 5.04787 -8.72376 0.24736 0.00
H 2.01697 5.91734 2.06636 0.00
H 2.59462 1.39151 -0.32232 0.01
H 1.52947 2.56372 -2.02112 0.00
H 0.84196 5.25101 3.21554 0.00
C 4.51988 2.36664 -0.28265 0.02
Br -1.50645 2.41374 0.54259 0.09
N 6.30342 -7.24854 -0.47156 0.00
H -0.39655 -1.31322 -3.18138 0.00
C 1.08088 4.68475 -2.35127 0.02
C 3.09253 2.19297 0.23755 0.08
H 4.52595 2.31061 -1.37960 0.00
C 0.10432 -2.81521 -0.08426 0.00
H 0.01117 -0.22257 3.38323 0.00
C 0.95797 -0.15905 0.47253 -0.02
H -4.48049 1.57113 -1.91688 0.00
C 5.49330 -5.00831 -0.61191 0.00
H 0.63244 -0.13618 -4.00311 0.00
C -3.94262 -0.73872 -3.75740 0.00
H 5.71736 -3.99115 -0.90555 0.00
H 3.14546 -7.18511 0.61204 0.00
H -5.95043 -0.56226 6.26142 0.00
C -5.18131 -0.55568 5.49600 0.00
H 7.47911 -5.70597 -1.18450 0.00
C 5.14123 -7.65905 0.01541 0.00
H -1.04133 -0.33505 -4.53351 0.00
C -0.74597 -1.75993 -0.38553 0.01
C -0.19078 -0.44866 -0.25502 -0.35
```

Results
Total charge: +2
2S+1: 6
Relative energy (zero: lowest compared OMol25 entry of this formula, charge and spin): 0.0 kcal per mole

---

The following is a DFT calculation (ωB97M-V/def2-TZVPD) of a structure of composition C36H32N9O7SSe2Ta.

Geometry as XYZ:
```
88
Properties=species:S:1:pos:R:3:mulliken_charge:R:1
C -0.01718 2.66204 3.66386 0.54
H 5.80569 1.76928 1.00699 0.46
N 0.26999 1.71907 1.46750 -0.07
H 0.81674 5.05150 -3.18720 0.45
H 0.21498 4.79278 3.83090 0.58
H 0.88027 5.00883 1.41302 0.60
H -0.32416 -1.64744 6.06298 0.59
N -2.74428 0.43794 -0.30166 0.81
C -0.20073 -1.40531 5.01562 -0.75
H 1.47528 -3.68941 -4.90264 0.47
C 0.03786 3.26479 -2.28987 0.25
O -0.58199 -2.10549 0.15828 -0.97
C -3.64914 -5.98422 -0.45658 0.91
S -0.63301 2.45141 7.38785 0.22
C -1.79505 4.83804 -1.06953 -1.02
C 4.33909 2.28844 -1.28314 -1.55
H -6.38070 -7.04752 -0.03745 0.27
C 4.26614 1.07777 -0.33964 1.77
C 0.24665 3.93969 3.16610 -0.61
H 0.51691 -1.44145 -5.38288 0.57
C -3.53537 -4.08867 1.03136 -1.16
C 4.75731 1.47430 1.06281 -1.56
H 4.03745 2.02064 -2.29484 0.24
C 0.01802 1.58309 2.78301 -0.20
H 4.42967 -2.47659 2.16551 0.25
C -0.23724 -0.07418 4.60261 0.75
C -1.95972 -4.38570 -0.82027 -0.43
C 2.87158 0.64987 -0.23238 -0.65
C -2.42660 -3.65824 0.27074 -0.22
H 4.18486 2.31757 1.45296 0.30
C 0.61107 2.92730 1.03191 -0.50
H -3.90217 -3.50896 1.86591 0.59
O -3.90374 0.55939 -0.34601 -0.58
C 1.20339 -3.01758 -4.09992 -0.77
H 4.66460 0.63335 1.74858 0.25
O -2.02227 -0.21116 -1.14144 -0.53
H 1.83046 -4.29612 -2.47529 0.57
H 0.94111 2.99624 0.01057 0.99
Ta -0.26512 -0.15514 0.11001 2.98
H -2.57939 5.40667 -0.59050 0.50
H 0.34073 -2.75300 1.97972 0.65
H 1.18988 -2.70785 -0.76519 0.62
C -0.83380 5.44573 -1.86158 -0.40
Se -0.49827 0.70128 -3.95346 0.04
N 3.60541 -1.93627 1.92106 -0.52
C 0.15216 -2.00532 2.73207 -0.56
C -2.57784 -5.56958 -1.21390 -1.13
C 1.02713 -2.45114 -1.79649 -0.52
C 0.66616 -1.77431 -4.36651 -0.65
H 6.15746 0.23624 -0.94773 0.46
N -0.81131 2.67512 -1.45352 0.40
N -0.39465 3.27080 6.02452 -0.67
H -2.24516 -6.13755 -2.07029 0.49
O -4.39810 -7.08588 -0.62618 -0.48
C 1.39928 -3.35043 -2.77237 -0.72
C 0.31894 -0.91443 -3.32645 -0.37
C -1.80324 -2.39953 0.64415 1.21
Se 1.17835 2.17466 -3.37490 0.10
H -2.44863 2.99959 -0.22798 0.48
H 0.10566 -3.41785 4.32354 0.58
H -0.82965 6.51625 -2.01709 0.48
C 0.03116 -2.37200 4.06305 -1.37
N 0.47763 -1.24247 -2.03173 0.28
H -1.11838 -4.01051 -1.38641 0.39
O -2.33348 -1.53967 1.33889 -0.77
C -0.27588 2.37473 5.05729 0.63
O -1.97943 0.98292 0.60117 -0.52
C -4.11517 -5.25980 0.64294 0.73
H 3.07050 -1.79247 2.76815 0.17
C -0.08345 0.21595 3.24725 -0.44
H 4.78722 -0.35666 -1.89457 0.32
C -0.38401 1.04121 5.51312 0.59
C 1.70366 0.31377 -0.13273 2.30
O -5.17550 -5.90064 1.19200 -0.49
H 3.20461 -2.52270 0.07014 0.24
N -0.58312 0.94766 6.81871 -0.66
C 5.11430 -0.07576 -0.89263 -1.60
H 5.05016 -0.94316 -0.23538 0.27
C 0.60414 4.05703 1.84368 -1.90
C -1.73524 3.46756 -0.88995 -0.18
N 0.07047 -0.74230 2.30386 0.31
H 3.71110 3.10801 -0.92857 0.24
H -5.25492 -7.96273 1.03927 0.27
H 5.37007 2.64202 -1.31662 0.48
C -5.39032 -7.08176 0.41355 -0.26
C 0.09148 4.63752 -2.50004 -0.79
N 2.77720 -2.62995 0.98275 -0.33
H 2.75097 -3.62817 1.18286 0.27
```

Results
Total charge: +2
2S+1: 1
Relative energy (zero: lowest compared OMol25 entry of this formula, charge and spin): 42.5 kcal per mole

---

The following is a DFT calculation (ωB97M-V/def2-TZVPD) of a structure of composition C2H5N3S2 at a distorted geometry.

Geometry as XYZ:
```
12
Properties=species:S:1:pos:R:3:mulliken_charge:R:1
N 0.84130 -1.63586 1.80224 -0.65
H 0.58317 1.17478 0.06417 0.28
H -0.46489 -2.29770 -0.53913 0.25
C -0.67789 0.24792 -1.00923 0.23
H 1.06175 -0.93222 2.64030 0.28
N 0.18336 1.30285 -0.75945 -0.24
H 0.34018 -2.47632 2.16997 0.28
N 0.28501 -0.71092 0.93040 -0.05
C -0.44870 -0.97093 -0.12535 -0.08
H -0.33628 3.63534 -1.28078 0.14
S 0.50653 2.51610 -1.76823 -0.16
S -1.87355 0.14695 -2.12490 -0.28
```

Results
2S+1: 1
Relative energy (zero: lowest compared OMol25 entry of this formula, charge and spin): 108.2 kcal per mole

---

The following is a DFT calculation (ωB97M-V/def2-TZVPD) of a structure of composition C5H15N3 at a distorted geometry.

Geometry as XYZ:
```
23
Properties=species:S:1:pos:R:3:mulliken_charge:R:1
H -3.86232 -0.87142 0.49184 0.24
C -1.13325 1.04735 0.29706 -0.48
C -0.40827 -0.97140 -1.09243 -1.47
H -2.33745 -0.62140 -0.26990 0.22
H -3.19588 1.42470 0.42085 0.47
C -2.58033 0.63776 -0.04168 -0.74
H -0.93619 2.08418 0.03337 0.29
H -2.73760 0.75400 -1.12634 0.34
H -1.10391 -0.89230 -1.93213 0.39
H -0.74500 -1.74710 -0.35381 0.48
C 1.11122 0.00050 0.38516 -0.84
H -1.04578 0.84556 1.36455 0.38
N -0.06639 0.28314 -0.42177 0.12
H 0.44141 -1.51161 -1.53456 0.35
H 2.57933 1.43679 -0.13573 0.24
H 4.19613 0.13754 0.89180 0.25
H 1.11638 0.51935 1.34155 0.38
N -2.87301 -0.73943 0.72644 -0.60
N 3.55070 -0.42327 0.35998 -0.58
C 2.45005 0.35184 -0.25666 -0.32
H 3.12612 -1.12869 0.94672 0.25
H 1.11339 -1.06557 0.65211 0.37
H 2.35410 0.11140 -1.32714 0.27
```

Results
2S+1: 1
Relative energy (zero: lowest compared OMol25 entry of this formula, charge and spin): 105.3 kcal per mole